(1)
Computed, not measured: 2 unconnected molecules or ions with the total composition C21H21F4 at a distorted geometry, with ωB97M-V/def2-TZVPD.

Results
- calculated total energy (eV) = -32978.896
- lowest unoccupied orbital energy (eV) = -6.44
- HOMO energy (eV) = -12.133
- energy relative to the best compared isomer or geometry (same formula, charge and spin) (kJ/mol) = 11.45
- frontier orbital gap (hartree) = 0.2091
- maximum force (eV/A) = 1.13

The geometry in ORCA input format:
```
! RIJCOSX wB97M-V def2-TZVPD def2/J DEFGRID3
* xyz 1 1
C 3.12 2.68 -3.39
C 3.20 1.19 -3.69
C 2.23 0.37 -2.85
C 2.30 -1.13 -3.13
C 1.37 -1.92 -2.27
C 1.71 -2.38 -1.08
H 3.82 3.27 -4.00
H 2.12 3.07 -3.59
H 3.35 2.89 -2.35
H 3.00 1.01 -4.76
H 4.23 0.83 -3.53
H 2.42 0.55 -1.78
H 1.21 0.72 -3.02
H 2.10 -1.33 -4.19
H 3.32 -1.49 -2.97
H 0.36 -2.07 -2.63
H 1.02 -2.92 -0.45
H 2.69 -2.22 -0.69
F 0.47 -1.41 5.85
C 0.16 -2.16 4.77
C 0.43 -3.51 4.75
C 0.12 -4.28 3.64
F 0.37 -5.60 3.65
C -0.44 -3.69 2.53
C -0.72 -2.31 2.51
C -1.31 -1.69 1.37
C -1.68 -0.36 1.34
C -2.26 0.29 0.27
C -2.59 1.67 0.27
C -3.21 2.27 -0.83
C -3.51 3.62 -0.84
F -4.10 4.18 -1.92
C -3.19 4.40 0.25
C -2.58 3.84 1.36
F -2.26 4.61 2.43
C -2.29 2.50 1.37
C -0.41 -1.57 3.66
H 0.88 -3.97 5.61
H -0.68 -4.30 1.69
H -1.49 -2.30 0.50
H -1.52 0.21 2.23
H -2.48 -0.28 -0.61
H -3.47 1.69 -1.70
H -3.41 5.45 0.24
H -1.81 2.10 2.24
H -0.59 -0.52 3.71
*
```


(2)
Computed, not measured: a single C28H34N4O5S molecule at a distorted geometry, with ωB97M-V/def2-TZVPD.

Results
- calculated total energy (eV) = -56621.351
- lowest unoccupied orbital energy (eV) = -0.05
- HOMO energy (eV) = -7.305
- frontier orbital gap (hartree) = 0.2665
- structure (SMILES) = CCn1cc(C(=O)N2CCN(c3ccc(OC)cc3)CC2)c(=O)c2cc(S(=O)(=O)N3CCCCC3)ccc21
- maximum force (eV/A) = 1.00

The geometry in ORCA input format:
```
! RIJCOSX wB97M-V def2-TZVPD def2/J DEFGRID3
* xyz 0 1
C 3.60 3.40 4.20
H 3.91 4.28 4.75
H 4.40 3.10 3.53
H 3.42 2.60 4.91
C 2.32 3.70 3.42
N 1.86 2.53 2.68
C 0.94 1.73 3.27
C 0.44 0.60 2.73
C 0.96 0.09 1.46
O 0.60 -0.95 0.93
C 1.99 0.97 0.87
C 2.56 0.57 -0.35
C 3.53 1.34 -0.94
C 3.96 2.52 -0.34
C 3.41 2.93 0.85
C 2.42 2.16 1.49
H 3.77 3.84 1.30
H 4.73 3.09 -0.83
S 4.29 0.88 -2.49
O 5.71 1.02 -2.36
O 3.77 -0.38 -2.93
N 3.75 2.14 -3.46
C 4.59 2.43 -4.60
C 4.17 3.76 -5.21
C 2.70 3.70 -5.62
C 1.85 3.32 -4.41
C 2.36 2.00 -3.81
H 1.81 1.75 -2.90
H 2.22 1.18 -4.53
H 1.93 4.10 -3.65
H 0.81 3.21 -4.69
H 2.38 4.66 -6.01
H 2.57 2.95 -6.40
H 4.31 4.55 -4.47
H 4.80 3.98 -6.08
H 5.62 2.46 -4.24
H 4.51 1.63 -5.35
H 2.23 -0.35 -0.80
C -0.48 -0.23 3.58
O -0.14 -0.52 4.72
N -1.66 -0.60 3.06
C -2.22 -0.22 1.79
H -1.54 0.46 1.26
C -2.47 -1.47 0.94
N -3.35 -2.37 1.67
C -4.14 -3.26 0.95
C -4.98 -2.77 -0.06
C -5.83 -3.61 -0.75
C -5.88 -4.97 -0.45
C -5.06 -5.47 0.55
C -4.20 -4.62 1.23
H -3.56 -5.05 1.99
H -5.06 -6.52 0.81
O -6.76 -5.71 -1.19
C -6.85 -7.09 -0.94
H -7.60 -7.48 -1.63
H -7.17 -7.30 0.09
H -5.89 -7.60 -1.12
H -6.48 -3.23 -1.52
H -4.99 -1.72 -0.29
C -2.74 -2.78 2.92
H -3.43 -3.44 3.45
C -2.50 -1.54 3.77
H -2.00 -1.80 4.71
H -3.46 -1.06 4.00
H -1.79 -3.30 2.76
H -2.93 -1.19 -0.01
H -1.50 -1.94 0.74
H -3.17 0.29 1.97
H 0.58 2.05 4.24
H 2.47 4.53 2.72
H 1.53 3.99 4.11
*
```


(3)
Computed, not measured: 6 unconnected molecules or ions with the total composition CH14N2O5 at a distorted geometry, with ωB97M-V/def2-TZVPD.

Results
- calculated total energy (eV) = -14480.780
- lowest unoccupied orbital energy (eV) = 0.62
- HOMO energy (eV) = -9.235
- energy relative to the best compared isomer or geometry (same formula, charge and spin) (kJ/mol) = 165.26
- frontier orbital gap (hartree) = 0.3620
- structure (SMILES) = [H]/N=C/N.O.O.O.O.O
- maximum force (eV/A) = 7.56

The geometry in ORCA input format:
```
! RIJCOSX wB97M-V def2-TZVPD def2/J DEFGRID3
* xyz 0 1
N -2.19 -0.98 -1.06
C -1.83 -1.84 0.00
N -0.53 -2.09 0.21
H -2.92 -0.34 -0.89
H -1.45 -0.85 -1.72
H -2.78 -2.18 0.53
H -0.29 -2.69 0.97
H 0.53 2.09 2.38
H 1.11 0.86 1.64
O 0.77 1.82 1.45
H 1.03 0.85 -1.39
H 0.52 1.93 -0.73
O 0.68 1.75 -1.56
H 2.93 0.11 1.62
H 1.89 -1.05 1.13
O 2.15 -0.43 1.87
H -2.44 2.17 -0.98
H -1.60 2.45 0.06
O -2.00 1.67 -0.38
H 2.90 -1.16 -1.30
H 1.35 -1.25 -1.06
O 2.16 -0.83 -0.80
*
```


(4)
Computed, not measured: 2 unconnected molecules or ions with the total composition C9H14, with ωB97M-V/def2-TZVPD.

Results
- calculated total energy (eV) = -9560.122
- lowest unoccupied orbital energy (eV) = 1.03
- HOMO energy (eV) = -9.056
- energy relative to the best compared isomer or geometry (same formula, charge and spin) (kJ/mol) = 5.77
- frontier orbital gap (hartree) = 0.3706
- structure (SMILES) = Cc1ccccc1.CC
- maximum force (eV/A) = 0.32

The geometry in ORCA input format:
```
! RIJCOSX wB97M-V def2-TZVPD def2/J DEFGRID3
* xyz 0 1
C 1.35 2.28 2.72
C 0.47 0.95 -0.72
C 1.50 0.05 -0.96
C 0.42 1.67 0.47
C 1.40 1.50 1.44
C 2.48 -0.13 0.01
C 2.43 0.59 1.19
H -0.30 1.08 -1.47
H 1.52 -0.50 -1.89
H -0.40 2.36 0.63
H 3.29 -0.83 -0.17
H 1.45 1.61 3.58
H 0.40 2.79 2.82
H 3.20 0.45 1.94
H 2.16 3.01 2.78
C -2.11 -1.76 -1.94
C -3.23 -2.46 -1.16
H -1.72 -2.41 -2.72
H -2.48 -0.84 -2.39
H -1.29 -1.51 -1.27
H -3.62 -1.79 -0.40
H -2.88 -3.37 -0.68
H -4.05 -2.73 -1.82
*
```


(5)
Computed, not measured: a molecular structure, C17H25NZn at a distorted geometry, with ωB97M-V/def2-TZVPD.

Results
- calculated total energy (eV) = -67939.439
- lowest unoccupied orbital energy (eV) = 0.05
- HOMO energy (eV) = -7.265
- energy relative to the best compared isomer or geometry (same formula, charge and spin) (kJ/mol) = 0.00
- frontier orbital gap (hartree) = 0.2690
- maximum force (eV/A) = 2.92

The geometry in ORCA input format:
```
! RIJCOSX wB97M-V def2-TZVPD def2/J DEFGRID3
* xyz 0 1
C -2.65 -0.92 0.14
C -0.03 -2.78 1.47
C -1.71 -1.05 -1.03
H -3.67 -1.21 -0.17
C 0.72 -2.78 0.36
H 0.44 -2.63 2.45
H -2.21 -0.62 -1.92
H 1.83 -2.76 0.46
C -1.22 -2.42 -1.39
H -1.31 -2.50 -2.49
H -1.94 -3.16 -1.02
C -2.34 -1.59 1.49
H -3.32 -1.80 1.96
H -1.86 -0.86 2.15
C -1.53 -2.90 1.52
H -1.92 -3.61 0.79
H -1.74 -3.34 2.51
C 0.20 -2.93 -1.04
H 0.17 -4.02 -1.26
H 0.89 -2.48 -1.77
Zn -0.86 0.82 -0.49
H -2.70 0.19 0.35
C 0.23 1.81 -3.02
N 0.72 1.66 -1.65
C 1.97 0.88 -1.67
C 0.94 2.99 -0.96
C 1.01 2.71 0.51
C 1.79 3.48 1.39
C 1.95 3.05 2.71
C 1.41 1.82 3.11
C 0.58 1.09 2.22
C 0.31 1.59 0.96
H 0.12 0.81 -3.44
H 0.96 2.38 -3.60
H -0.74 2.31 -3.02
H 2.39 0.69 -0.68
H 1.78 -0.08 -2.17
H 2.71 1.44 -2.28
H 1.87 3.46 -1.34
H 0.11 3.67 -1.20
H 2.32 4.37 1.02
H 2.53 3.66 3.43
H 1.61 1.43 4.11
H 0.20 0.11 2.51
*
```


(6)
Computed, not measured: a molecular structure, C45H39KOP2SSe at a distorted geometry, with ωB97M-V/def2-TZVPD.

Results
- calculated total energy (eV) = -160429.073
- lowest unoccupied orbital energy (eV) = -0.44
- HOMO energy (eV) = -5.568
- frontier orbital gap (hartree) = 0.1884
- maximum force (eV/A) = 1.63

The geometry in ORCA input format:
```
! RIJCOSX wB97M-V def2-TZVPD def2/J DEFGRID3
* xyz 0 1
K -0.44 1.04 -1.72
O -0.81 0.92 2.99
S -0.41 -0.08 2.01
C -1.39 -1.59 2.34
C -1.26 -2.28 3.52
C -2.01 -3.44 3.73
C -2.98 -3.77 2.81
C -3.19 -3.03 1.65
C -2.32 -1.98 1.36
P -2.47 -1.16 -0.25
C -4.19 -0.64 -0.33
C -5.26 -1.38 -0.86
C -6.55 -0.83 -0.89
C -6.77 0.45 -0.42
C -5.71 1.17 0.14
C -4.42 0.63 0.16
C -2.46 -2.48 -1.46
C -2.00 -3.78 -1.17
C -2.00 -4.73 -2.18
C -2.46 -4.44 -3.45
C -2.83 -3.13 -3.77
C -2.84 -2.15 -2.77
C 1.29 -0.50 2.50
C 1.66 -0.23 3.79
C 2.88 -0.72 4.27
C 3.67 -1.53 3.50
C 3.33 -1.78 2.18
C 2.17 -1.18 1.62
P 1.99 -1.14 -0.17
C 3.65 -0.71 -0.75
C 4.60 -1.66 -1.19
C 5.89 -1.25 -1.53
C 6.26 0.09 -1.45
C 5.35 1.02 -0.95
C 4.04 0.64 -0.66
C 1.85 -2.87 -0.64
C 1.56 -3.90 0.28
C 1.49 -5.22 -0.16
C 1.57 -5.55 -1.50
C 1.76 -4.52 -2.44
C 1.90 -3.21 -2.01
H -0.63 -1.90 4.31
H -1.84 -4.11 4.58
H -3.58 -4.65 2.95
H -4.00 -3.27 0.98
H -5.07 -2.39 -1.20
H -7.39 -1.41 -1.30
H -7.74 0.91 -0.51
H -5.88 2.12 0.63
H -3.58 1.19 0.58
H -1.64 -4.02 -0.17
H -1.66 -5.73 -1.91
H -2.46 -5.20 -4.22
H -3.07 -2.88 -4.79
H -3.17 -1.13 -3.00
H 1.03 0.40 4.40
H 3.19 -0.47 5.28
H 4.55 -1.97 3.95
H 3.93 -2.44 1.56
H 4.33 -2.72 -1.27
H 6.60 -1.98 -1.90
H 7.26 0.41 -1.71
H 5.62 2.07 -0.80
H 3.30 1.35 -0.26
H 1.41 -3.66 1.33
H 1.35 -5.97 0.60
H 1.48 -6.60 -1.80
H 1.85 -4.75 -3.50
H 2.07 -2.43 -2.74
C -0.17 9.05 -0.95
C 0.22 7.61 -0.72
C -0.76 6.64 -0.61
C -0.45 5.37 -0.14
C -1.58 4.41 0.14
C 0.89 4.96 0.02
Se 1.35 3.24 0.61
C 1.92 5.92 -0.15
C 3.37 5.59 -0.03
C 1.57 7.24 -0.50
H -1.14 9.11 -1.46
H 0.58 9.54 -1.57
H -0.22 9.60 0.01
H -1.80 6.87 -0.83
H -2.44 4.99 0.53
H -1.31 3.64 0.90
H -1.91 3.90 -0.77
H 3.71 4.93 -0.84
H 3.59 5.04 0.91
H 3.89 6.53 -0.07
H 2.35 7.98 -0.65
*
```


(7)
Computed, not measured: a molecular structure, C23H31N7STi, with ωB97M-V/def2-TZVPD.

Results
- calculated total energy (eV) = -68721.412
- lowest unoccupied orbital energy (eV) = -6.54
- HOMO energy (eV) = -13.752
- frontier orbital gap (hartree) = 0.2649
- maximum force (eV/A) = 0.15

The geometry in ORCA input format:
```
! RIJCOSX wB97M-V def2-TZVPD def2/J DEFGRID3
* xyz 2 1
Ti 0.43 -0.27 -0.32
C -0.99 -2.14 2.33
C 0.36 -1.94 3.04
C 1.41 -1.15 2.25
N 0.90 0.10 1.67
C 0.64 1.15 2.41
C 0.95 1.18 3.81
C 0.38 1.88 4.82
C -0.71 2.79 4.75
C -1.19 3.38 3.63
C -0.68 3.26 2.31
C 0.15 2.35 1.73
N -0.14 1.73 -0.71
C -0.26 2.21 -2.12
C 1.02 2.04 -2.92
C 1.38 0.56 -3.17
N 0.64 -0.38 -2.32
C -0.28 -1.22 -2.85
C -0.81 -1.05 -4.14
C -1.68 -1.82 -4.88
C -2.31 -3.02 -4.56
C -2.24 -3.67 -3.35
C -1.55 -3.32 -2.20
C -0.70 -2.27 -1.92
N -0.13 -2.11 -0.68
C -0.03 -3.27 0.22
C -1.05 -3.31 1.35
H -1.75 -2.31 3.10
H -1.29 -1.22 1.84
H 0.18 -1.41 3.98
H 0.80 -2.90 3.32
H 2.29 -0.97 2.88
H 1.80 -1.74 1.42
H 1.73 0.48 4.11
H 0.76 1.68 5.81
H -1.16 3.07 5.70
H -1.99 4.09 3.75
H -1.04 4.04 1.66
H -1.06 1.61 -2.55
H -0.57 3.25 -2.12
H 0.89 2.55 -3.87
H 1.83 2.57 -2.41
H 1.24 0.31 -4.22
H 2.44 0.38 -3.01
H -0.49 -0.15 -4.65
H -1.91 -1.42 -5.87
H -2.94 -3.46 -5.32
H -2.83 -4.58 -3.27
H -1.73 -3.99 -1.37
H -0.09 -4.19 -0.37
H 0.98 -3.29 0.64
H -2.06 -3.36 0.93
H -0.89 -4.25 1.89
N 2.35 0.92 -0.33
N 2.05 2.26 0.09
C 0.62 2.60 0.25
N 0.53 3.96 -0.19
S -1.52 0.85 -0.15
H 2.98 0.50 0.35
H 2.86 0.99 -1.20
H 2.60 2.52 0.90
H 1.29 4.54 0.14
H -0.36 4.40 -0.03
*
```


(8)
Computed, not measured: a molecular structure, C3H7ClO at a distorted geometry, with ωB97M-V/def2-TZVPD.

Results
- calculated total energy (eV) = -17790.545
- lowest unoccupied orbital energy (eV) = 0.37
- HOMO energy (eV) = -9.856
- energy relative to the best compared isomer or geometry (same formula, charge and spin) (kJ/mol) = 336.33
- frontier orbital gap (hartree) = 0.3760
- maximum force (eV/A) = 7.51

The geometry in ORCA input format:
```
! RIJCOSX wB97M-V def2-TZVPD def2/J DEFGRID3
* xyz 0 1
C 0.67 1.28 0.07
C 0.17 -0.08 -0.44
C -0.89 -0.61 0.60
H -0.35 1.87 -0.25
H 1.21 1.39 1.15
H 1.32 1.48 -0.88
H -0.10 -0.05 -1.43
H 0.73 -2.15 -0.40
H -0.86 -1.86 0.66
H -0.87 -0.31 1.64
O 1.18 -0.97 -0.38
Cl -2.21 0.01 -0.33
*
```


(9)
Computed, not measured: a molecular structure, C35H43N8O3PPbS4Sb, with ωB97M-V/def2-TZVPD.

Results
- calculated total energy (eV) = -119473.910
- lowest unoccupied orbital energy (spin up / spin down) (eV) = -0.76 / -2.13
- HOMO energy (spin up / spin down) (eV) = -7.863 / -7.863
- energy relative to the best compared isomer or geometry (same formula, charge and spin) (kJ/mol) = 0.00
- frontier orbital gap (spin up / spin down) (hartree) = 0.2609 / 0.2108
- maximum force (eV/A) = 0.49

The geometry in ORCA input format:
```
! RIJCOSX wB97M-V def2-TZVPD def2/J DEFGRID3
* xyz 0 2
Pb -2.15 0.23 1.43
O 3.33 4.80 2.40
C 3.22 3.76 3.07
O 4.01 3.15 3.80
C 1.84 3.07 2.93
C 0.84 3.63 2.14
C -0.34 2.94 1.96
N -0.56 1.74 2.51
C 0.36 1.23 3.34
C 1.57 1.87 3.57
C -0.01 -0.04 4.03
C 0.81 -0.65 4.96
C 0.34 -1.75 5.65
C -0.93 -2.23 5.38
C -1.67 -1.60 4.40
N -1.22 -0.54 3.74
C -1.46 3.50 1.15
C -1.55 4.85 0.86
C -2.61 5.30 0.09
C -3.55 4.38 -0.37
C -3.39 3.06 -0.03
N -2.38 2.63 0.73
H 1.06 4.57 1.66
H 2.34 1.48 4.21
H 1.80 -0.26 5.16
H 0.97 -2.23 6.39
H -1.34 -3.08 5.90
H -2.65 -1.97 4.11
H -0.81 5.54 1.24
H -2.71 6.35 -0.14
H -4.38 4.69 -0.98
H -4.10 2.30 -0.35
S -4.52 -3.11 2.67
Sb -5.92 -1.39 2.70
S -4.48 0.81 2.67
S -5.21 0.08 0.82
C 0.45 3.24 -1.84
C 0.00 2.98 -3.28
C -1.34 3.66 -3.58
C -0.04 1.52 -3.63
C 0.81 1.02 -4.59
C 0.74 -0.31 -5.00
C -0.23 -1.17 -4.49
C -1.13 -0.75 -3.53
C -2.25 -1.67 -3.11
C -2.38 -1.89 -1.60
C -3.58 -1.18 -3.69
C -1.02 0.61 -3.01
O -1.74 0.99 -2.06
H 0.42 4.31 -1.64
H 1.47 2.90 -1.68
H -0.20 2.72 -1.14
H 0.74 3.43 -3.94
H -2.13 3.25 -2.94
H -1.64 3.52 -4.62
H -1.26 4.73 -3.39
H 1.54 1.68 -5.04
H 1.43 -0.67 -5.75
H -0.30 -2.18 -4.86
H -2.01 -2.64 -3.57
H -2.83 -1.01 -1.14
H -1.43 -2.08 -1.12
H -3.04 -2.73 -1.41
H -3.82 -0.20 -3.28
H -4.38 -1.87 -3.42
H -3.53 -1.10 -4.78
C 3.90 -2.28 -1.53
N 2.79 -2.88 -0.79
C 3.14 -2.89 0.64
N 3.51 -1.59 1.17
C 4.60 -1.04 0.36
N 4.30 -0.96 -1.07
C 3.26 0.03 -1.33
P 1.64 -0.33 -0.49
C 1.56 -2.12 -1.00
C 2.37 -0.67 1.19
H 3.62 -2.22 -2.59
H 4.76 -2.95 -1.43
H 3.99 -3.56 0.76
H 2.29 -3.28 1.21
H 5.47 -1.69 0.48
H 4.86 -0.05 0.73
H 3.09 0.10 -2.41
H 3.61 1.01 -1.00
H 1.28 -2.17 -2.06
H 0.75 -2.57 -0.41
H 1.59 -1.10 1.83
H 2.68 0.27 1.64
N -0.01 -6.02 2.17
C -0.26 -5.01 1.31
N -0.07 -5.29 0.01
S -0.77 -3.51 1.86
H 0.07 -6.96 1.84
H -0.28 -5.87 3.13
H 0.46 -6.10 -0.27
H -0.10 -4.52 -0.64
*
```


(10)
Computed, not measured: a single C3H3NO2 molecule at a distorted geometry, with ωB97M-V/def2-TZVPD.

Results
- calculated total energy (eV) = -8740.583
- lowest unoccupied orbital energy (spin up / spin down) (eV) = -1.03 / -1.03
- HOMO energy (spin up / spin down) (eV) = -9.212 / -9.211
- energy relative to the best compared isomer or geometry (same formula, charge and spin) (kJ/mol) = 438.81
- frontier orbital gap (spin up / spin down) (hartree) = 0.3008 / 0.3007
- maximum force (eV/A) = 1.92

The geometry in ORCA input format:
```
! RIJCOSX wB97M-V def2-TZVPD def2/J DEFGRID3
* xyz 0 1
O -0.10 0.18 2.23
C 0.29 0.24 1.08
N 1.08 1.19 0.48
O 0.93 0.95 -0.90
C 0.08 0.05 -1.20
C -0.44 -0.57 0.00
H -1.32 -0.20 0.56
H -0.01 -0.18 -2.26
H -0.52 -1.66 0.00
*
```


(11)
Computed, not measured: a gas-phase ion, C5H12N (charge +1) at a distorted geometry, with ωB97M-V/def2-TZVPD.

Results
- calculated total energy (eV) = -6861.993
- lowest unoccupied orbital energy (eV) = -3.80
- HOMO energy (eV) = -14.650
- energy relative to the best compared isomer or geometry (same formula, charge and spin) (kJ/mol) = 151.09
- frontier orbital gap (hartree) = 0.3987
- structure (SMILES) = CCC/C=C/[NH3+]
- maximum force (eV/A) = 1.49

The geometry in ORCA input format:
```
! RIJCOSX wB97M-V def2-TZVPD def2/J DEFGRID3
* xyz 1 1
C 2.19 -0.46 1.71
C 1.95 -0.51 0.19
C 0.93 0.51 -0.33
C -0.47 0.00 -0.29
C -1.53 0.55 -0.87
N -2.89 0.01 -0.58
H 1.66 0.40 2.12
H 3.23 -0.36 1.98
H 1.73 -1.34 2.17
H 1.57 -1.50 -0.07
H 2.84 -0.46 -0.43
H 1.20 0.86 -1.32
H 0.91 1.40 0.31
H -0.61 -0.97 0.20
H -1.54 1.58 -1.19
H -2.92 -0.48 0.32
H -3.21 -0.68 -1.26
H -3.57 0.77 -0.51
*
```


- What is the formula in the first record?
  C21H21F4


- Which of these has the lowest maximum force?
  C23H31N7STi